Entry 1:
A gas-phase ion, C3H9N2 (charge +1) at a distorted geometry. Source: the Open Molecules 2025 dataset; level of theory: wB97M-V/def2-TZVPD.

Summary:
ΔE to the lowest compared entry with this formula, charge and spin: 2.3256 eV
SMILES: C/C([NH3+])=C/N
Total charge: +1
Calculated total energy: -6228.723 eV
Gap between HOMO and LUMO: 9.4 eV

Last column: natural (NBO) charge in e.
CARTESIAN COORDINATES (ANGSTROEM)
C (-1.3473, -1.1684, 0.0273)  -0.66
C (-0.1437, -0.2996, -0.0726)  0.04
C (0.1693, 0.4696, 1.0215)  0.04
N (1.1098, 1.4907, 0.9095)  -0.88
N (0.6274, -0.1163, -1.2973)  -0.72
H (-2.0249, -1.0097, -0.8189)  0.23
H (-2.0237, -1.0683, 0.8630)  0.28
H (-0.9225, -2.1799, -0.1068)  0.22
H (0.0305, -0.0121, 2.0190)  0.23
H (0.7803, 2.4159, 0.6175)  0.40
H (1.6742, 1.8118, 1.6976)  0.41
H (-0.0322, -0.1148, -2.1075)  0.44
H (1.1382, -1.0862, -1.3993)  0.48
H (0.9646, 0.8672, -1.3531)  0.49

Atoms 1-2, force components in eV/Å:
C 0.8374 -1.5813 -2.2840
C -1.0983 2.8019 3.8819

***

Entry 2:
A molecular structure, C20H19MgN4OS2. Source: the Open Molecules 2025 dataset; level of theory: wB97M-V/def2-TZVPD.

Summary:
ΔE to the lowest compared entry with this formula, charge and spin: 0.0000 eV
Total charge: +1
Calculated total energy: -56169.210 eV
Gap between HOMO and LUMO: 7.6 eV

Last column: natural (NBO) charge in e.
CARTESIAN COORDINATES (ANGSTROEM)
Mg (0.0866, -0.8728, 0.5048)  1.73
C (1.8513, -4.6499, 1.8537)  -0.69
C (1.0338, -3.5174, 1.3305)  0.23
N (1.4352, -2.2997, 1.2528)  -0.40
N (2.6797, -1.9741, 1.6771)  -0.45
C (2.8715, -0.6722, 1.7649)  0.32
N (4.0988, -0.2894, 2.1480)  -0.77
S (1.7217, 0.6153, 1.4606)  -0.57
C (-0.3646, -3.7421, 0.8813)  0.18
C (-0.9472, -4.9990, 0.8826)  -0.23
C (-2.2613, -5.1374, 0.4597)  -0.12
C (-2.9622, -4.0205, 0.0402)  -0.25
C (-2.3147, -2.7974, 0.0645)  0.08
N (-1.0571, -2.6562, 0.4797)  -0.61
H (2.8356, -4.2894, 2.1322)  0.27
H (1.9592, -5.4276, 1.0950)  0.24
H (1.3752, -5.0992, 2.7273)  0.24
H (4.7732, -0.9916, 2.4013)  0.41
H (4.2906, 0.6792, 2.3241)  0.41
H (-0.3829, -5.8602, 1.2081)  0.24
H (-2.7278, -6.1134, 0.4573)  0.24
H (-3.9849, -4.0839, -0.3012)  0.24
H (-2.8117, -1.8928, -0.2629)  0.21
O (-0.9515, 0.0996, -0.8072)  -1.14
S (-1.4939, 1.3963, -1.4051)  1.30
C (-0.2106, 2.0546, -2.4352)  -0.30
C (1.1239, 1.7272, -2.2454)  -0.16
C (2.0705, 2.2915, -3.0858)  -0.21
C (1.6798, 3.1661, -4.0919)  -0.18
C (0.3397, 3.4783, -4.2727)  -0.18
C (-0.6190, 2.9135, -3.4461)  -0.20
C (-1.5364, 2.5642, -0.0702)  -0.21
C (-0.3965, 3.1601, 0.4561)  -0.22
C (-0.5285, 3.9976, 1.5502)  -0.18
C (-1.7827, 4.2426, 2.0972)  -0.17
C (-2.9166, 3.6528, 1.5573)  -0.20
C (-2.7967, 2.8068, 0.4654)  -0.22
H (1.4232, 1.0571, -1.4495)  0.23
H (3.1165, 2.0502, -2.9540)  0.23
H (2.4263, 3.6006, -4.7430)  0.23
H (0.0371, 4.1510, -5.0633)  0.23
H (-1.6698, 3.1361, -3.5878)  0.23
H (0.5766, 2.9777, 0.0199)  0.24
H (0.3494, 4.4656, 1.9742)  0.23
H (-1.8751, 4.9047, 2.9478)  0.23
H (-3.8912, 3.8536, 1.9804)  0.23
H (-3.6725, 2.3437, 0.0274)  0.23

Atoms 1-2, force components in eV/Å:
Mg 0.1246 0.1207 0.0908
C 0.0208 0.0044 -0.0146

***

Entry 3:
A molecular structure, C9H24N4PtS3 at a distorted geometry. Source: the Open Molecules 2025 dataset; level of theory: wB97M-V/def2-TZVPD.

Summary:
Total charge: +2
Calculated total energy: -51417.767 eV
Gap between HOMO and LUMO (spin up / spin down): 8.0 / 6.3 eV
Multiplicity: 3

Last column: Mulliken spin population.
CARTESIAN COORDINATES (ANGSTROEM)
Pt (0.7079, 0.1057, -0.2039)  1.18
S (-0.6323, -1.9761, 0.1280)  0.16
S (-0.3508, 2.3450, 0.1436)  0.29
C (0.8572, -3.0203, 0.2095)  0.02
C (-1.0371, -2.1915, -1.6359)  -0.01
C (-0.6288, -1.0460, -2.5639)  0.01
N (-0.6974, 0.2342, -1.8077)  0.12
C (-0.4302, 1.5027, -2.5597)  0.00
C (-0.7501, 2.6586, -1.6336)  0.00
H (-2.1269, -2.3260, -1.6236)  0.00
H (-0.5814, -3.1296, -1.9657)  0.00
H (-1.2976, -0.9926, -3.4358)  0.00
H (0.4115, -1.1793, -2.8859)  -0.01
H (-1.0458, 1.5418, -3.4655)  0.00
H (0.6310, 1.5130, -2.8249)  0.00
H (-1.8237, 2.8883, -1.6355)  0.00
H (-0.2058, 3.5606, -1.9111)  0.01
C (1.2554, 3.1778, 0.2941)  0.00
H (-1.6455, 0.2935, -1.4224)  -0.02
H (2.0930, 2.5007, 0.1103)  0.01
H (1.2683, 3.5258, 1.3300)  0.00
H (1.2691, 4.0370, -0.3741)  0.01
H (1.0680, -3.1705, 1.2706)  0.00
H (1.7122, -2.5487, -0.2823)  -0.01
H (0.6050, -3.9755, -0.2487)  0.01
C (-4.1834, 0.1654, 0.8429)  0.00
C (-3.6144, 0.2662, 2.0555)  0.00
H (-4.3965, -0.8087, 0.3846)  0.00
H (-4.5612, 1.0405, 0.3005)  0.00
H (-3.1697, -0.6273, 2.5123)  0.00
H (-3.4087, 1.2546, 2.4862)  0.00
N (0.7846, -0.0025, 1.9506)  0.12
N (2.0865, -0.2351, 2.4656)  0.00
C (3.0600, -0.5786, 1.6054)  -0.01
N (4.1263, -1.2629, 2.0734)  0.01
S (2.9710, -0.0425, -0.0328)  0.16
H (0.4484, 0.9008, 2.2986)  -0.01
H (0.1684, -0.7525, 2.2861)  -0.02
H (2.1701, -0.3474, 3.4789)  0.00
H (4.9005, -1.3943, 1.4252)  0.00
H (3.9929, -1.9039, 2.8607)  0.00

Atoms 1-2, force components in eV/Å:
Pt -0.9047 0.1835 -0.1461
S -0.1598 -0.9749 -0.5249

***

Entry 4:
2 unconnected molecules or ions with the total composition C4H10N2 at a distorted geometry. Source: the Open Molecules 2025 dataset; level of theory: wB97M-V/def2-TZVPD.

Summary:
ΔE to the lowest compared entry with this formula, charge and spin: 2.0089 eV
SMILES: C=C(C)N.C=N
Total charge: 0
Calculated total energy: -7288.611 eV
Gap between HOMO and LUMO: 9.3 eV

Last column: natural (NBO) charge in e.
CARTESIAN COORDINATES (ANGSTROEM)
C (0.9611, 1.2822, 0.6384)  -0.65
C (0.7369, 0.0195, -0.1461)  0.22
N (0.6339, 0.2364, -1.5227)  -0.81
C (1.0281, -1.2030, 0.3579)  -0.52
H (0.0616, 1.0330, -1.7657)  0.37
H (0.3502, -0.5829, -2.0411)  0.38
H (0.0865, 1.9300, 0.5614)  0.20
H (1.8091, 1.8341, 0.2343)  0.23
H (1.1487, 1.0646, 1.6865)  0.22
H (1.0568, -2.0791, -0.2691)  0.20
H (1.3868, -1.3180, 1.3656)  0.21
C (-1.6738, -0.7598, 0.3093)  -0.03
N (-2.2499, -0.0119, -0.5318)  -0.67
H (-2.3547, 0.9602, -0.2363)  0.33
H (-1.6570, -0.6495, 1.3958)  0.15
H (-1.3243, -1.7560, -0.0364)  0.16

Atoms 1-2, force components in eV/Å:
C -0.5009 -0.1916 0.0562
C 2.4498 -0.5925 -0.2636